{
  "formula": "C3H9NSi",
  "method": "ωB97M-V with the def2-TZVPD basis set",
  "symbols": ["C", "C", "C", "N", "Si", "H", "H", "H", "H", "H", "H", "H", "H", "H"],
  "coordinates": [[-2.39, -0.53, 0.33], [-1.17, -1.05, 0.05], [-0.03, 1.34, 0.09], [0.36, 0.02, -0.29], [1.92, -0.61, 0.18], [-3.20, -1.21, 0.54], [-2.58, 0.58, 0.55], [-0.66, -2.07, 0.00], [0.73, 1.90, -0.30], [-1.00, 1.67, -0.25], [-0.20, 1.50, 1.24], [2.67, -0.26, 1.46], [1.96, -2.07, 0.07], [2.85, -0.06, -0.71]],
  "lowdin_spin": [0.1270, 0.5207, 0.0989, 0.9068, 0.1412, 0.0293, 0.0238, 0.0173, 0.0157, 0.0083, 0.0513, 0.0321, 0.0005, 0.0270],
  "e_above_lowest_kj_mol": 309.5,
  "homo_ev": [-4.67, -9.37],
  "spin_multiplicity": 3,
  "energy_ev": -12616.8440,
  "total_charge": 0
}

{
  "formula": "C3H9O",
  "method": "ωB97M-V with the def2-TZVPD basis set",
  "symbols": ["C", "H", "H", "H", "H", "C", "O", "C", "H", "H", "H", "H", "H"],
  "coordinates": [[-1.29, -0.56, 2.06], [-0.24, -0.65, 1.77], [-1.62, -1.58, 2.28], [-1.58, 0.14, 2.83], [-1.77, -0.32, 1.11], [0.26, -0.04, -0.88], [0.67, -1.25, -0.49], [1.38, 0.80, -1.64], [-0.62, -0.11, -1.58], [-0.10, 0.70, -0.11], [1.05, 1.59, -2.32], [1.95, 1.22, -0.81], [1.92, 0.05, -2.21]],
  "mulliken_charge": [-0.9394, 0.2365, 0.2601, 0.2545, 0.1922, -0.0234, -0.8650, -1.0880, 0.1217, 0.0759, 0.2907, 0.2298, 0.2543],
  "e_above_lowest_kj_mol": 34.7,
  "homo_ev": -2.20,
  "spin_multiplicity": 1,
  "energy_ev": -5303.5359,
  "total_charge": -1
}

{
  "formula": "C3H9O",
  "method": "ωB97M-V with the def2-TZVPD basis set",
  "symbols": ["C", "H", "H", "H", "H", "C", "O", "C", "H", "H", "H", "H", "H"],
  "coordinates": [[1.32, -0.13, 1.78], [1.50, -1.09, 2.24], [1.27, -0.23, 0.70], [1.94, 0.68, 2.17], [0.30, 0.13, 2.07], [-0.77, -0.71, -1.00], [-1.26, -1.07, 0.20], [-0.74, 0.84, -1.20], [-1.40, -1.10, -1.83], [0.23, -1.07, -1.39], [-1.35, 1.10, -2.08], [0.27, 1.27, -1.22], [-1.32, 1.38, -0.44]],
  "mulliken_charge": [-0.8787, 0.2465, 0.0693, 0.3075, 0.2500, -0.4842, -0.8829, -0.9091, 0.3027, 0.1587, 0.3834, 0.1971, 0.2398],
  "e_above_lowest_kj_mol": 54.1,
  "homo_ev": -2.01,
  "spin_multiplicity": 1,
  "energy_ev": -5303.3344,
  "total_charge": -1
}

{
  "formula": "C3H9O",
  "method": "ωB97M-V with the def2-TZVPD basis set",
  "symbols": ["O", "H", "C", "C", "C", "H", "H", "H", "H", "H", "H", "H", "H"],
  "coordinates": [[1.97, -1.17, 1.01], [2.82, -1.03, 1.46], [-0.78, -0.64, 0.44], [-0.25, 0.67, -0.18], [-1.09, 1.22, -1.33], [-1.73, -0.73, 0.75], [-0.26, -0.95, 1.32], [-0.67, -1.48, -0.22], [0.79, 0.35, -0.49], [-0.16, 1.45, 0.53], [-0.46, 1.68, -2.14], [-1.75, 0.47, -1.75], [-1.66, 2.13, -1.14]],
  "lowdin_spin": [0.9631, 0.0226, 0.0000, 0.0066, 0.0015, 0.0003, 0.0007, -0.0003, 0.0052, -0.0001, 0.0001, 0.0000, 0.0004],
  "e_above_lowest_kj_mol": 117.5,
  "homo_ev": [-10.89, -10.89],
  "spin_multiplicity": 2,
  "energy_ev": -5301.1295,
  "total_charge": 0
}

{
  "formula": "C3H9O2",
  "method": "ωB97M-V with the def2-TZVPD basis set",
  "symbols": ["C", "O", "H", "H", "H", "C", "O", "C", "H", "H", "H", "H", "H", "H"],
  "coordinates": [[-1.32, 2.28, 1.37], [-1.34, 1.59, 0.13], [-1.51, 3.33, 1.14], [-1.98, 1.78, 2.09], [-0.27, 2.37, 1.73], [0.20, -1.10, -0.68], [0.50, 0.17, -0.36], [1.49, -1.93, -0.96], [-0.30, -1.64, 0.17], [-0.48, -1.35, -1.54], [-0.40, 0.94, 0.10], [1.28, -2.76, -1.65], [2.20, -1.25, -1.45], [1.94, -2.44, -0.10]],
  "mulliken_charge": [-0.5945, -0.6484, 0.2099, 0.1797, 0.2150, -0.1798, -0.7106, -1.0262, 0.1691, 0.1794, 0.3898, 0.3190, 0.2711, 0.2265],
  "e_above_lowest_kj_mol": 91.4,
  "homo_ev": -3.39,
  "spin_multiplicity": 1,
  "energy_ev": -7351.1812,
  "total_charge": -1
}

{
  "formula": "C3H9O2P",
  "method": "ωB97M-V with the def2-TZVPD basis set",
  "symbols": ["C", "O", "O", "P", "C", "C", "H", "H", "H", "H", "H", "H", "H", "H", "H"],
  "coordinates": [[-2.93, 0.95, 0.32], [-1.70, 0.17, 0.14], [-0.65, 0.82, -0.61], [0.78, 1.30, 0.59], [1.98, 1.07, -0.83], [0.76, -0.42, 1.35], [-3.36, 0.30, 1.08], [-3.54, 1.06, -0.65], [-2.95, 1.95, 0.88], [1.66, 1.67, -1.71], [2.04, -0.05, -1.07], [3.06, 1.23, -0.47], [-0.18, -0.31, 1.83], [1.61, -0.54, 2.13], [0.93, -1.12, 0.57]],
  "mulliken_charge": [-0.5169, -0.1949, -0.3154, 0.2609, -0.8845, -0.8726, 0.2431, 0.2147, 0.2581, 0.2999, 0.2570, 0.3361, 0.2579, 0.3474, 0.3090],
  "e_above_lowest_kj_mol": 428.9,
  "homo_ev": -8.95,
  "spin_multiplicity": 1,
  "energy_ev": -16636.5744,
  "smiles": "COOP(C)C",
  "total_charge": 0
}

{
  "formula": "C3H9O2PS",
  "method": "ωB97M-V with the def2-TZVPD basis set",
  "symbols": ["C", "C", "C", "O", "O", "P", "S", "H", "H", "H", "H", "H", "H", "H", "H", "H"],
  "coordinates": [[-1.42, -0.80, -1.24], [-1.85, -0.13, 1.40], [2.98, 0.69, -0.36], [-1.88, 1.92, -0.39], [1.85, -1.40, 0.68], [-1.21, 0.66, -0.15], [1.86, 0.06, 0.90], [-2.52, -0.95, -1.31], [-1.10, -0.67, -2.29], [-0.74, -1.53, -0.62], [-1.03, 0.24, 2.04], [-2.75, 0.47, 1.71], [-1.96, -1.20, 1.48], [4.03, 0.69, -0.08], [2.88, 1.72, -0.48], [2.85, 0.22, -1.30]],
  "mulliken_charge": [-0.8213, -0.9112, -0.9194, -0.6169, -0.4516, 0.5529, 0.3547, 0.3006, 0.3291, 0.2435, 0.2561, 0.3221, 0.3491, 0.3600, 0.3686, 0.2836],
  "e_above_lowest_kj_mol": 317.2,
  "homo_ev": [-8.13, -8.89],
  "spin_multiplicity": 1,
  "energy_ev": -27473.6414,
  "total_charge": 0
}

{
  "formula": "C3H9O2SSi",
  "method": "ωB97M-V with the def2-TZVPD basis set",
  "symbols": ["C", "C", "C", "O", "O", "Si", "S", "H", "H", "H", "H", "H", "H", "H", "H", "H"],
  "coordinates": [[1.11, 0.26, 1.86], [-0.21, -2.03, 0.96], [-1.66, 0.62, -0.06], [0.38, 1.23, -4.85], [1.77, 2.25, -3.09], [-0.63, -0.11, 1.29], [0.58, 1.39, -3.38], [1.86, 0.20, 1.04], [1.25, 1.21, 2.32], [1.32, -0.47, 2.62], [0.07, -1.84, -0.06], [0.64, -2.39, 1.47], [-0.96, -2.85, 0.93], [-2.57, 0.08, -0.26], [-1.95, 1.63, 0.21], [-1.00, 0.83, -0.98]],
  "mulliken_charge": [-0.9930, -1.0340, -0.5754, -0.5870, -0.5726, 0.0386, 0.1740, 0.3237, 0.3825, 0.2857, 0.2835, 0.3199, 0.3251, 0.3265, 0.2827, 0.0198],
  "e_above_lowest_kj_mol": 162.4,
  "homo_ev": [-4.15, -1.56],
  "spin_multiplicity": 1,
  "energy_ev": -26063.9130,
  "total_charge": -1
}

{
  "formula": "C3H9O3SSi",
  "method": "ωB97M-V with the def2-TZVPD basis set",
  "symbols": ["C", "C", "C", "O", "O", "O", "Si", "S", "H", "H", "H", "H", "H", "H", "H", "H", "H"],
  "coordinates": [[-0.10, 1.82, 0.45], [0.98, -1.18, 0.31], [-1.42, -0.39, -1.10], [-2.08, -0.39, 1.29], [-3.53, 1.00, -0.10], [-3.74, -1.46, -0.20], [-0.44, -0.06, 0.75], [-2.84, -0.31, -0.09], [0.85, 1.98, 0.66], [-0.39, 2.24, -0.52], [-0.66, 2.33, 1.21], [1.04, -1.88, 1.19], [0.91, -1.83, -0.61], [1.86, -0.63, 0.26], [-1.37, 0.43, -1.89], [-1.36, -1.44, -1.63], [-0.01, -0.13, 2.30]],
  "mulliken_charge": [-1.2304, -1.0810, -0.8282, -0.3920, -0.6718, -0.6920, 0.6816, 1.1574, 0.4870, 0.2813, 0.2583, 0.2261, 0.2470, 0.3852, 0.2931, 0.2858, -0.4074],
  "e_above_lowest_kj_mol": 28.2,
  "homo_ev": -4.49,
  "spin_multiplicity": 1,
  "energy_ev": -28113.4446,
  "total_charge": -1
}

{
  "formula": "C3H9OP",
  "method": "ωB97M-V with the def2-TZVPD basis set",
  "symbols": ["C", "C", "P", "C", "O", "H", "H", "H", "H", "H", "H", "H", "H", "H"],
  "coordinates": [[2.14, 0.45, 0.44], [1.30, -0.74, 0.21], [-0.74, -0.18, -0.30], [-2.41, 0.60, -0.23], [-3.33, -0.16, 0.40], [3.00, 0.06, 0.88], [1.87, 1.38, 0.88], [2.41, 0.95, -0.60], [1.79, -1.20, -0.72], [1.31, -1.38, 1.06], [-0.20, 0.91, -1.13], [-0.99, -1.26, -1.14], [-2.48, 1.50, 0.37], [-3.65, -0.92, -0.13]],
  "mulliken_charge": [-1.0858, -0.6845, 0.2764, -0.3250, -0.4466, 0.3380, 0.3690, 0.2622, 0.2877, 0.4036, 0.0450, 0.0296, 0.2007, 0.3297],
  "e_above_lowest_kj_mol": 485.2,
  "homo_ev": -7.29,
  "spin_multiplicity": 1,
  "energy_ev": -14588.5589,
  "smiles": "CC[PH2]=CO",
  "total_charge": 0
}

{
  "formula": "C3H9OPS2",
  "method": "ωB97M-V with the def2-TZVPD basis set",
  "symbols": ["C", "C", "C", "P", "O", "S", "S", "H", "H", "H", "H", "H", "H", "H", "H", "H"],
  "coordinates": [[-1.20, -2.25, -1.10], [-0.53, -1.47, 0.05], [-0.64, 0.04, -0.08], [0.62, 0.96, 0.92], [0.48, 2.46, 0.12], [1.04, 3.92, 0.66], [2.92, 3.59, 1.16], [-0.38, -2.39, -1.75], [-1.82, -3.22, -0.71], [-1.92, -1.70, -1.61], [-1.18, -1.84, 0.99], [0.53, -1.74, 0.17], [-0.55, 0.48, -1.14], [-1.66, 0.30, 0.33], [1.60, 0.30, -0.06], [2.68, 2.56, 2.05]],
  "mulliken_charge": [-1.1834, -0.1762, -0.7461, 0.0352, -0.2378, 0.0826, -0.1792, 0.3203, 0.2653, 0.3792, 0.2012, 0.3505, 0.3334, 0.3655, 0.0467, 0.1429],
  "e_above_lowest_kj_mol": 389.5,
  "homo_ev": -8.40,
  "spin_multiplicity": 1,
  "energy_ev": -36261.8944,
  "smiles": "CCCPOSS",
  "total_charge": 0
}

{
  "formula": "C3H9OS",
  "method": "ωB97M-V with the def2-TZVPD basis set",
  "symbols": ["C", "O", "H", "H", "H", "C", "C", "S", "H", "H", "H", "H", "H", "H"],
  "coordinates": [[-2.62, 0.27, -0.89], [-1.34, 0.88, -1.00], [-3.09, 0.64, 0.04], [-2.49, -0.81, -0.77], [-3.18, 0.60, -1.76], [2.14, -0.76, 0.17], [1.39, 0.31, 1.00], [-0.13, -0.43, 1.77], [2.87, -1.33, 0.76], [1.39, -1.42, -0.26], [2.70, -0.35, -0.69], [0.98, 1.10, 0.38], [2.17, 0.85, 1.56], [-0.79, 0.46, -0.30]],
  "mulliken_charge": [-0.5038, -0.5004, 0.2220, 0.2403, 0.2177, -0.8906, -0.7007, -0.6668, 0.2719, 0.2760, 0.2933, 0.2300, 0.3275, 0.1837],
  "e_above_lowest_kj_mol": 100.3,
  "homo_ev": -2.63,
  "spin_multiplicity": 1,
  "energy_ev": -16140.0164,
  "total_charge": -1
}

{
  "formula": "C3H9S",
  "method": "ωB97M-V with the def2-TZVPD basis set",
  "symbols": ["C", "C", "H", "H", "H", "H", "H", "H", "C", "S", "H", "H", "H"],
  "coordinates": [[-0.29, -1.89, 0.75], [-1.79, -1.54, 0.58], [-0.12, -1.97, 1.83], [0.08, -2.85, 0.39], [0.44, -1.15, 0.43], [-2.33, -2.33, 0.06], [-1.84, -0.62, 0.01], [-2.24, -1.42, 1.56], [1.62, 2.91, -1.07], [1.44, 1.07, -1.20], [2.45, 3.10, -1.74], [1.80, 3.27, -0.07], [0.77, 3.43, -1.53]],
  "mulliken_charge": [-0.6897, -0.7271, 0.2204, 0.2691, 0.1367, 0.2450, 0.2279, 0.2478, -0.7514, -0.7242, 0.1681, 0.1939, 0.1834],
  "e_above_lowest_kj_mol": 75.5,
  "homo_ev": -2.04,
  "spin_multiplicity": 1,
  "energy_ev": -14092.3742,
  "total_charge": -1
}

{
  "formula": "C3H9S",
  "method": "ωB97M-V with the def2-TZVPD basis set",
  "symbols": ["C", "C", "H", "H", "H", "H", "H", "H", "C", "S", "H", "H", "H"],
  "coordinates": [[-1.53, 1.07, 2.56], [-2.82, 0.53, 1.95], [-1.49, 1.07, 3.64], [-1.34, 2.09, 2.23], [-0.73, 0.40, 2.24], [-3.22, -0.35, 2.44], [-3.57, 1.31, 2.14], [-2.64, 0.26, 0.91], [3.75, -0.96, -4.35], [2.42, -2.49, -1.08], [3.78, -1.99, -4.67], [2.91, -0.29, -4.40], [4.47, -0.64, -3.60]],
  "mulliken_charge": [-0.8123, -0.7792, 0.2892, 0.2520, 0.2694, 0.2753, 0.2425, 0.2631, -0.7450, -0.7690, 0.1872, 0.1717, 0.1552],
  "e_above_lowest_kj_mol": 505.7,
  "homo_ev": -2.49,
  "spin_multiplicity": 1,
  "energy_ev": -14087.9150,
  "total_charge": -1
}

{
  "formula": "C3H9S2",
  "method": "ωB97M-V with the def2-TZVPD basis set",
  "symbols": ["C", "S", "H", "H", "H", "C", "S", "C", "H", "H", "H", "H", "H", "H"],
  "coordinates": [[1.64, -1.11, 1.46], [0.49, -2.07, 0.33], [1.21, -0.10, 1.49], [1.59, -1.45, 2.51], [2.72, -1.02, 1.30], [0.25, 1.20, -1.48], [-1.51, 1.55, -1.25], [-1.93, 0.12, -0.06], [0.37, 0.16, -1.79], [0.79, 1.25, -0.53], [0.61, 1.83, -2.29], [-2.00, -0.70, -0.76], [-1.35, -0.20, 0.79], [-2.88, 0.55, 0.29]],
  "mulliken_charge": [-0.8136, -0.7046, 0.0954, 0.2424, 0.2813, -0.6314, -0.1581, -0.7373, 0.2359, 0.1406, 0.3067, 0.2454, 0.2181, 0.2793],
  "e_above_lowest_kj_mol": 124.9,
  "homo_ev": -2.40,
  "spin_multiplicity": 1,
  "energy_ev": -24927.4530,
  "total_charge": -1
}

{
  "formula": "C3H9S2",
  "method": "ωB97M-V with the def2-TZVPD basis set",
  "symbols": ["C", "S", "H", "H", "H", "C", "C", "S", "H", "H", "H", "H", "H", "H"],
  "coordinates": [[-0.15, -1.25, 2.33], [-1.05, -1.50, 0.73], [-0.38, -0.31, 2.84], [-0.47, -2.06, 3.01], [0.95, -1.36, 2.23], [0.92, 0.41, -1.67], [-0.42, 1.13, -1.49], [-0.53, 1.57, 0.25], [0.70, -0.60, -1.28], [1.74, 0.88, -1.10], [1.29, 0.30, -2.70], [-0.53, 2.08, -2.04], [-1.32, 0.53, -1.70], [-0.73, 0.19, 0.59]],
  "lowdin_spin": [0.0427, 0.6363, 0.0054, 0.0161, -0.0008, 0.0011, 0.0150, 0.2457, 0.0004, 0.0006, -0.0001, 0.0065, 0.0023, 0.0289],
  "e_above_lowest_kj_mol": 54.8,
  "homo_ev": [-9.00, -8.81],
  "spin_multiplicity": 2,
  "energy_ev": -24925.4069,
  "total_charge": 0
}

{
  "formula": "C3HBrNO3",
  "method": "ωB97M-V with the def2-TZVPD basis set",
  "symbols": ["O", "C", "C", "Br", "C", "O", "N", "O", "H"],
  "coordinates": [[-3.24, -2.92, -0.17], [-2.80, -1.83, -0.42], [-2.32, -0.62, -0.56], [-3.55, 0.65, 0.36], [-0.89, -0.21, -0.76], [-0.27, -0.30, -1.84], [-0.38, 0.31, 0.32], [-1.05, 0.49, 1.41], [0.54, 0.55, 0.23]],
  "mulliken_charge": [-0.4718, 0.6068, -0.2036, -0.1778, 0.4215, -0.7620, 0.1476, -0.7491, 0.1883],
  "e_above_lowest_kj_mol": 268.2,
  "homo_ev": [-2.64, -2.64],
  "spin_multiplicity": 1,
  "energy_ev": -80800.0759,
  "smiles": "O=C=C(Br)C(=O)N[O-]",
  "total_charge": -1
}

{
  "formula": "C3HBrNO3",
  "method": "ωB97M-V with the def2-TZVPD basis set",
  "symbols": ["O", "C", "N", "O", "C", "O", "C", "Br", "H"],
  "coordinates": [[-2.88, 2.20, 0.66], [-1.87, 1.58, 0.65], [-0.98, 0.83, 0.48], [0.20, 0.54, 1.00], [0.95, -0.57, 0.40], [1.57, -1.25, 1.22], [0.88, -0.79, -0.93], [1.67, -2.31, -1.65], [0.47, -0.23, -1.82]],
  "mulliken_charge": [-0.5448, 0.4644, -0.2021, -0.1220, 0.5063, -0.6842, -0.4784, -0.2469, 0.3077],
  "e_above_lowest_kj_mol": 220.4,
  "homo_ev": -3.15,
  "spin_multiplicity": 1,
  "energy_ev": -80800.5714,
  "smiles": "O=C=NO/C([O-])=C/Br",
  "total_charge": -1
}

{
  "formula": "C3HBrNO3",
  "method": "ωB97M-V with the def2-TZVPD basis set",
  "symbols": ["O", "C", "N", "O", "C", "O", "C", "Br", "H"],
  "coordinates": [[-2.65, -1.80, 0.08], [-1.90, -1.07, -0.37], [-1.04, -0.50, -1.01], [-0.40, 0.74, -1.05], [0.51, 1.07, 0.03], [0.56, 2.30, 0.33], [1.15, -0.01, 0.49], [2.61, 0.27, 1.65], [1.16, -0.99, -0.15]],
  "mulliken_charge": [-0.4346, 0.5809, -0.2981, -0.1694, 0.5893, -0.7286, -0.5557, -0.2771, 0.2933],
  "e_above_lowest_kj_mol": 226.6,
  "homo_ev": -3.33,
  "spin_multiplicity": 1,
  "energy_ev": -80800.5071,
  "smiles": "O=C=NO/C([O-])=C/Br",
  "total_charge": -1
}

{
  "formula": "C3HCdFO2",
  "method": "ωB97M-V with the def2-TZVPD basis set",
  "symbols": ["H", "O", "O", "C", "C", "C", "F", "Cd"],
  "coordinates": [[1.03, -1.62, 0.09], [1.02, 0.70, -0.26], [-0.87, 0.06, 0.49], [0.91, -0.56, -0.73], [-0.33, -1.01, -0.24], [-0.10, 1.09, 0.37], [-1.20, -1.71, -0.90], [-0.46, 3.05, 1.18]],
  "mulliken_charge": [0.3630, -0.0656, -0.1211, -0.3442, 0.5697, 0.6298, -0.0939, 1.0623],
  "e_above_lowest_kj_mol": 297.5,
  "homo_ev": -19.20,
  "spin_multiplicity": 1,
  "energy_ev": -14476.7329,
  "total_charge": 2
}